[1]
# C36H63BBr2Cl5CsMgN3O23PS4

A structure of composition C36H63BBr2Cl5CsMgN3O23PS4 in a non-equilibrium geometry (wB97M-V/def2-TZVPD, OMol25).

Calculated values
frontier orbital gap = 0.882 eV
E_HOMO = -6.6 eV
electronic energy = -351884.84645 eV
maximum force = 6.8 eV Å⁻¹
LUMO level = -5.69 eV

Last column: Löwdin charge in e.
Geometry (Å):
C  1.33  -4.34  -4.53  -0.07
C  0.09  -5.38  -4.44  -0.24
O  -0.54  -5.44  -3.13  -0.23
C  -1.61  -4.43  -3.19  -0.21
C  -2.25  -4.15  -1.70  -0.51
S  -2.50  -5.94  -1.09  0.72
C  -3.69  -3.52  -2.00  -0.23
O  -3.88  -2.89  -3.29  0.02
C  -3.33  -1.61  -3.43  -0.19
N  -2.96  -0.45  -3.39  0.19
N  -4.34  -2.78  -0.83  -0.04
C  -5.29  -3.73  -0.18  -0.01
C  -3.44  -1.92  -0.02  -0.11
B  -4.30  -0.99  1.04  -0.50
O  -5.01  -1.46  2.19  0.09
O  -4.36  0.45  0.83  0.05
C  -2.04  -2.47  0.50  -0.42
C  -1.12  -1.20  0.97  -0.20
C  0.18  -1.59  1.86  -0.24
C  1.23  -0.37  1.55  -0.47
S  0.45  1.30  1.78  0.86
C  1.81  2.50  1.27  -0.89
S  3.37  2.06  1.80  0.67
N  1.52  3.72  0.51  -0.18
C  0.41  3.55  -0.46  -0.34
C  -0.85  4.46  0.09  -0.08
C  2.72  4.39  -0.06  -0.26
C  3.39  3.57  -1.31  -0.45
P  -2.03  -3.58  2.06  0.85
C  -2.49  -2.57  3.64  -0.24
O  -3.28  -4.78  2.01  -0.35
C  -1.27  -3.39  -0.66  -0.51
Br  -0.34  -4.94  0.30  0.76
C  -0.05  -2.67  -1.39  -0.20
O  -0.41  -1.55  -2.25  -0.10
C  0.70  -1.19  -3.07  -0.41
C  0.41  -0.46  -4.50  0.00
O  1.91  -1.37  -2.78  0.05
H  1.91  -4.22  -3.54  0.09
H  0.99  -3.31  -4.93  0.07
H  2.08  -4.82  -5.28  0.10
H  -0.64  -5.06  -5.28  0.13
H  0.52  -6.42  -4.70  0.14
H  -1.29  -3.47  -3.72  0.13
H  -2.42  -4.91  -3.87  0.14
H  -2.99  -6.57  -2.25  -0.05
H  -4.36  -4.47  -2.13  0.15
H  -4.97  -2.10  -1.33  0.21
H  -6.13  -3.91  -0.98  0.14
H  -5.84  -3.43  0.76  0.12
H  -4.88  -4.80  0.00  0.10
H  -3.10  -1.09  -0.78  0.15
H  -5.91  -1.02  2.24  0.14
H  -5.34  0.60  0.65  0.07
H  -1.68  -0.49  1.70  0.11
H  -0.85  -0.51  0.07  0.10
H  0.01  -1.54  2.99  0.11
H  0.72  -2.54  1.54  0.09
H  1.73  -0.51  0.51  0.10
H  2.08  -0.50  2.33  0.08
H  0.69  4.03  -1.49  0.13
H  0.12  2.45  -0.70  0.00
H  -1.64  4.63  -0.77  0.06
H  -1.35  4.02  1.03  0.08
H  -0.39  5.50  0.29  0.13
H  3.51  4.71  0.74  0.10
H  2.35  5.39  -0.52  0.13
H  3.04  4.09  -2.30  0.09
H  3.02  2.49  -1.38  -0.08
H  4.56  3.62  -1.33  -0.35
H  -1.59  -2.75  4.36  0.06
H  -3.44  -3.02  4.11  0.06
H  -2.54  -1.45  3.46  0.05
H  -4.11  -4.33  2.28  0.04
H  0.59  -3.40  -2.03  0.12
H  0.77  -2.26  -0.68  0.13
H  0.06  0.60  -4.22  0.07
H  -0.44  -1.03  -5.04  0.08
H  1.37  -0.42  -5.15  0.11
C  3.41  7.37  3.29  -0.17
C  4.00  8.63  2.68  -0.17
C  3.75  8.41  1.20  -0.20
O  2.56  7.63  1.09  -0.16
C  2.22  7.12  2.39  -0.20
H  3.14  7.47  4.34  0.12
H  4.13  6.54  3.19  0.11
H  3.44  9.50  3.03  0.12
H  5.05  8.78  2.92  0.12
H  4.57  7.85  0.74  0.11
H  3.63  9.35  0.66  0.12
H  1.34  7.67  2.74  0.12
H  1.96  6.06  2.31  0.10
Br  4.73  1.52  -2.17  -0.15
Cs  6.30  3.67  -0.61  1.03
C  -8.30  2.74  0.14  -0.03
C  -7.88  1.68  1.16  -0.71
O  -8.33  1.84  2.31  0.04
O  -7.13  0.78  0.70  -0.09
H  -8.95  3.49  0.60  0.08
H  -7.42  3.24  -0.26  0.07
H  -8.84  2.27  -0.68  0.05
Mg  -1.53  2.63  -1.55  1.04
C  -10.21  1.35  -4.12  -0.18
C  -11.66  1.74  -3.85  -0.18
O  -11.59  2.93  -3.06  -0.19
S  -10.27  3.77  -3.51  0.65
O  -10.68  4.78  -4.44  -0.23
O  -9.51  4.06  -2.33  -0.22
O  -9.53  2.59  -4.33  -0.19
H  -9.76  0.86  -3.25  0.13
H  -10.12  0.71  -4.99  0.13
H  -12.20  0.96  -3.31  0.14
H  -12.19  1.97  -4.78  0.13
C  8.89  -1.81  -0.51  -2.00
Cl  9.27  -1.65  1.22  0.63
Cl  10.16  -1.02  -1.47  0.52
Cl  8.82  -3.54  -0.94  0.51
Cl  7.33  -1.05  -0.85  0.49
C  12.72  -0.51  3.27  -0.82
O  12.82  -1.49  2.50  0.03
O  11.44  -0.12  3.38  0.06
O  13.58  0.12  3.91  0.07
H  11.14  -0.82  2.76  0.02
O  10.88  -2.74  3.62  0.10
C  10.21  -3.73  3.75  -0.44
O  8.97  -3.89  3.20  -0.03
C  8.41  -5.14  3.65  -0.17
C  9.60  -5.97  4.06  -0.17
C  10.57  -4.93  4.57  -0.07
H  7.73  -4.93  4.48  0.13
H  7.85  -5.60  2.84  0.13
H  9.35  -6.74  4.80  0.12
H  10.02  -6.48  3.19  0.12
H  10.42  -4.71  5.63  0.14
H  11.61  -5.23  4.39  0.13
O  -5.47  3.71  1.17  -0.35
Cl  -4.46  3.49  2.19  0.65
O  -3.24  2.99  1.57  -0.44
O  -4.95  2.52  3.15  -0.33
O  -4.18  4.74  2.86  -0.36

---

[2]
# C36H63F2N9O3S

A cluster of 9 separate species, C36H63F2N9O3S in total in a non-equilibrium geometry (wB97M-V/def2-TZVPD, OMol25).

Calculated values
frontier orbital gap = 9.272 eV
SMILES = CC[C@@H](F)[C@H](O[C@H](C)CCF)[C@](N)(CCCS)CCCCCCOC(C)=O.CC#N.CC#N.CC#N.CC#N.CC#N.CC#N.CC#N.CC#N
E_HOMO = -9.0 eV
electronic energy = -74171.53661 eV
maximum force = 3.2 eV Å⁻¹
LUMO level = 0.23 eV

Last column: Löwdin charge in e.
Geometry (Å):
C  2.49  -0.72  2.11  -0.12
C  3.34  -0.49  0.75  -0.18
C  2.70  0.60  -0.20  -0.19
F  3.74  0.96  -1.16  -0.10
C  1.49  -0.02  -1.07  -0.20
O  2.12  -0.71  -2.17  -0.10
C  1.39  -1.89  -2.56  -0.34
C  1.42  -3.08  -1.51  -0.03
C  2.14  -2.43  -3.89  -0.10
C  3.57  -3.08  -3.53  -0.15
F  3.48  -4.53  -3.58  -0.12
C  0.54  1.20  -1.49  -0.41
N  1.30  2.42  -1.93  0.07
C  -0.32  1.58  -0.17  -0.14
C  -1.31  2.82  -0.41  -0.24
C  -2.74  2.53  0.28  -0.51
S  -2.64  2.80  2.14  0.67
C  -0.48  0.88  -2.68  -0.13
C  -1.72  -0.05  -2.25  -0.18
C  -2.34  -0.79  -3.54  -0.20
C  -3.63  -1.67  -3.19  -0.19
C  -3.17  -3.09  -2.55  -0.17
C  -3.08  -2.99  -0.95  -0.17
O  -3.34  -4.31  -0.41  -0.07
C  -2.22  -5.15  -0.47  -0.43
C  -2.36  -6.50  -1.33  0.00
O  -1.15  -4.97  0.12  0.05
H  1.96  0.27  2.32  0.00
H  1.73  -1.57  1.98  0.07
H  3.27  -0.96  2.91  0.08
H  4.38  -0.16  1.07  0.11
H  3.49  -1.46  0.17  0.10
H  2.42  1.57  0.32  0.12
H  0.91  -0.68  -0.36  0.15
H  0.32  -1.71  -2.87  0.11
H  2.13  -2.90  -0.64  0.08
H  0.37  -3.16  -1.06  0.06
H  1.60  -4.11  -1.98  0.10
H  2.35  -1.61  -4.64  0.11
H  1.48  -3.22  -4.40  0.13
H  3.93  -2.76  -2.49  0.12
H  4.38  -2.74  -4.27  0.12
H  2.04  2.16  -2.58  0.09
H  1.64  2.94  -1.12  0.08
H  -0.87  0.66  0.24  0.12
H  0.37  1.90  0.69  0.11
H  -0.89  3.72  0.17  0.10
H  -1.39  3.15  -1.49  0.09
H  -3.08  1.46  0.13  0.05
H  -3.50  3.26  -0.15  0.08
H  -1.78  1.81  2.63  -0.15
H  -0.89  1.84  -3.12  0.11
H  0.06  0.32  -3.51  0.11
H  -2.55  0.51  -1.73  0.10
H  -1.27  -0.89  -1.61  0.09
H  -1.54  -1.51  -3.93  0.10
H  -2.55  -0.02  -4.34  0.11
H  -4.32  -1.13  -2.46  0.11
H  -4.16  -1.86  -4.19  0.11
H  -3.89  -3.92  -2.85  0.12
H  -2.14  -3.37  -2.96  0.08
H  -2.08  -2.59  -0.58  0.11
H  -3.87  -2.22  -0.65  0.13
H  -1.79  -7.34  -0.82  0.09
H  -3.45  -6.80  -1.36  0.09
H  -1.92  -6.37  -2.37  0.03
C  -1.79  -5.29  3.64  -0.07
C  -0.75  -4.96  4.62  -0.28
N  0.06  -4.70  5.40  0.13
H  -2.79  -5.12  4.04  0.08
H  -1.69  -4.68  2.74  0.07
H  -1.73  -6.34  3.34  0.09
C  -1.43  -1.22  5.64  -0.06
C  -0.68  -0.31  4.77  -0.24
N  -0.10  0.40  4.08  0.15
H  -0.99  -1.26  6.64  0.09
H  -2.47  -0.90  5.76  0.08
H  -1.44  -2.23  5.25  0.05
C  3.08  2.88  5.74  -0.07
C  2.84  2.49  4.35  -0.25
N  2.66  2.19  3.26  0.15
H  3.96  3.52  5.84  0.08
H  2.23  3.44  6.15  0.08
H  3.23  2.01  6.38  0.08
C  6.37  1.18  -2.49  -0.08
C  7.11  2.09  -3.36  -0.28
N  7.69  2.81  -4.05  0.11
H  6.82  1.12  -1.49  0.09
H  5.34  1.49  -2.36  0.05
H  6.36  0.16  -2.89  0.08
C  -1.58  -7.74  -5.74  -0.06
C  -1.71  -6.51  -4.95  -0.24
N  -1.81  -5.55  -4.34  0.15
H  -0.69  -7.72  -6.37  0.09
H  -1.51  -8.62  -5.10  0.09
H  -2.44  -7.88  -6.40  0.09
C  1.10  5.75  -4.27  -0.08
C  -0.32  5.43  -4.11  -0.28
N  -1.43  5.17  -3.99  0.12
H  1.52  6.17  -3.35  0.08
H  1.69  4.87  -4.52  0.08
H  1.26  6.49  -5.06  0.08
C  -3.13  5.90  3.89  -0.08
C  -2.07  6.22  4.85  -0.26
N  -1.25  6.46  5.61  0.13
H  -4.12  6.06  4.31  0.08
H  -3.05  6.52  2.99  0.09
H  -3.07  4.86  3.56  -0.02
C  -1.52  8.84  7.99  -0.10
C  -1.65  10.06  8.79  -0.28
N  -1.75  11.02  9.41  0.12
H  -0.64  8.87  7.34  0.07
H  -1.44  7.96  8.62  0.08
H  -2.39  8.70  7.34  0.07

---

Question: Which value of maximum force does entry 1 give?
Answer: 6.8 eV Å⁻¹